Here is 15 unconnected molecules or ions with the total composition C68H168N13O6 at a distorted geometry from OMol25. Energies are from ωB97M-V with the def2-TZVPD basis set.

CARTESIAN COORDINATES (ANGSTROEM)
N  -0.23535  0.18430  0.27072
H  0.73623  0.13486  -0.00076
H  -0.67818  1.07685  0.10536
H  -0.32388  -0.04250  1.25093
H  -0.79900  -0.37484  -0.35359
N  0.18661  0.09491  -4.00543
H  0.52845  -0.82501  -4.24415
H  0.92013  0.76321  -3.81722
H  -0.46795  0.09796  -3.23625
H  -0.27032  0.36004  -4.86626
N  1.35223  3.23189  -1.03444
H  0.38584  3.26747  -0.74301
H  1.52577  3.11307  -2.02230
H  1.75181  2.34173  -0.77358
H  1.87022  3.92323  -0.51116
C  -2.86419  1.38705  -3.60173
C  -2.83864  2.54950  -4.23680
C  -1.98636  3.73127  -3.75388
O  -1.65820  4.70634  -4.51371
C  -1.38992  3.71513  -2.50648
C  -1.60767  2.60052  -1.63241
C  -2.08398  1.26706  -2.35989
O  -1.67288  0.13337  -2.04915
O  -1.16431  2.48282  -0.47973
O  -3.58599  2.55684  -5.32696
H  -3.44033  0.52364  -3.90004
H  -0.84003  4.55849  -2.11563
O  2.35522  0.68883  -0.60259
C  3.01204  0.37186  -1.81455
C  3.14528  1.43828  -3.01255
O  1.99553  2.05974  -3.57021
H  2.59930  -0.56939  -2.17757
H  4.00441  0.00587  -1.55119
H  3.74769  1.03030  -3.82418
H  3.73916  2.31661  -2.75965
C  -2.14229  -1.81102  2.42867
C  -0.80106  -1.82483  3.12409
N  -0.06314  -0.54737  2.88436
C  1.37264  -0.75410  3.16712
C  2.03115  -1.64207  2.09143
C  -0.65891  0.56383  3.60382
C  -0.81592  0.34266  5.11680
H  -2.64064  -2.77998  2.45801
H  -2.02896  -1.48219  1.39565
H  -2.81372  -1.09489  2.90241
H  -0.98209  -2.09212  4.16519
H  -0.19419  -2.61426  2.68070
H  1.85376  0.22050  3.24947
H  1.59729  -1.22522  4.12403
H  2.00805  -2.70461  2.33345
H  1.72037  -1.57270  1.04898
H  3.09672  -1.42434  2.16387
H  -1.60683  0.82722  3.13458
H  0.01712  1.39169  3.38997
H  0.11478  -0.03476  5.54042
H  -1.55336  -0.44246  5.28373
H  -1.17936  1.23463  5.62710
C  0.03489  -4.76463  0.76101
C  -0.91530  -5.76975  1.48329
N  -1.18568  -5.32839  2.86767
C  -2.42060  -5.91585  3.50664
C  -3.72746  -5.54737  2.78513
C  -0.00307  -5.56597  3.71736
C  -0.08165  -4.98941  5.09996
H  0.99086  -4.66434  1.27496
H  -0.38992  -3.76111  0.78520
H  0.16400  -4.98778  -0.29807
H  -1.81744  -5.81135  0.87294
H  -0.44544  -6.74588  1.36292
H  -2.34623  -7.00031  3.58735
H  -2.51804  -5.57352  4.53689
H  -3.78515  -5.88102  1.74906
H  -4.54961  -6.00011  3.33938
H  -3.83084  -4.47541  2.95342
H  0.92350  -5.21079  3.26633
H  0.08929  -6.64019  3.87746
H  0.84591  -4.74435  5.61734
H  -0.60249  -5.65458  5.78871
H  -0.64735  -4.05833  5.06581
C  -5.16549  5.92020  -3.56295
C  -5.09302  5.43619  -2.08408
N  -6.19068  4.46851  -1.75037
C  -6.36293  4.37183  -0.29256
C  -7.02049  5.65756  0.35331
C  -5.82888  3.17443  -2.28491
C  -6.99946  2.18303  -2.16406
H  -5.08889  5.16095  -4.34127
H  -4.27735  6.51065  -3.78807
H  -6.07260  6.49661  -3.74461
H  -4.14777  4.95915  -1.82517
H  -5.19316  6.34649  -1.49294
H  -7.03752  3.56837  0.00322
H  -5.38987  4.17055  0.15548
H  -6.34093  6.49658  0.20386
H  -7.96082  5.90776  -0.13790
H  -7.07684  5.44303  1.42050
H  -4.92875  2.78272  -1.81117
H  -5.70810  3.20407  -3.36779
H  -6.69828  1.25872  -2.65704
H  -7.84935  2.61522  -2.69227
H  -7.28738  1.92120  -1.14590
C  8.55886  3.20516  2.71541
C  7.82812  2.09260  1.91625
N  7.43138  0.92408  2.72843
C  6.68443  -0.03327  1.89801
C  5.26571  0.45713  1.50149
C  8.52467  0.31793  3.49013
C  8.13456  -0.77801  4.45649
H  8.11164  3.39288  3.69156
H  8.65258  4.08352  2.07682
H  9.58557  2.85459  2.82055
H  6.88492  2.46155  1.51333
H  8.42743  1.80551  1.05225
H  7.26886  -0.21922  0.99692
H  6.48683  -0.96284  2.43183
H  5.27791  1.15825  0.66700
H  4.67501  -0.40955  1.20477
H  4.72592  0.92590  2.32428
H  9.06905  1.07263  4.05774
H  9.26696  -0.07606  2.79595
H  7.68527  -1.64962  3.98053
H  7.39134  -0.38929  5.15262
H  8.98278  -1.13712  5.03929
C  -7.48524  1.06287  2.31499
C  -6.31546  0.11246  2.53543
N  -5.02439  0.66586  2.16258
C  -4.83847  0.95795  0.68930
C  -4.73641  -0.27415  -0.20264
C  -4.65110  1.89239  2.89785
C  -4.63506  1.72507  4.44753
H  -7.31722  1.92567  2.95953
H  -8.43956  0.56644  2.49087
H  -7.51236  1.34806  1.26331
H  -6.24962  -0.26525  3.55578
H  -6.45666  -0.76034  1.89795
H  -5.63980  1.60652  0.33528
H  -3.87038  1.45072  0.59941
H  -4.63182  0.02476  -1.24563
H  -3.83730  -0.83665  0.04893
H  -5.58655  -0.94572  -0.08281
H  -5.10925  2.81179  2.53332
H  -3.60077  2.00948  2.63102
H  -4.26222  2.62376  4.93890
H  -3.86724  1.04540  4.81713
H  -5.62338  1.42573  4.79641
C  -5.07327  5.88140  3.91291
C  -4.03624  5.82353  2.79804
N  -3.03048  4.80041  3.03919
C  -2.36284  4.34834  1.80940
C  -1.54186  5.41181  1.13076
C  -2.17674  5.21829  4.18454
C  -1.15650  4.15569  4.50801
H  -5.49416  4.95611  4.30635
H  -5.90058  6.36305  3.39169
H  -4.71736  6.51836  4.72267
H  -4.60445  5.56171  1.90547
H  -3.59151  6.79922  2.60222
H  -1.77498  3.46765  2.06808
H  -3.09687  3.96304  1.10170
H  -2.15192  6.23378  0.75621
H  -0.87093  5.78891  1.90261
H  -1.00789  5.07642  0.24167
H  -2.79131  5.27526  5.08296
H  -1.68558  6.17368  3.99986
H  -1.75054  3.26991  4.73299
H  -0.59100  4.40964  5.40456
H  -0.38259  3.93640  3.77242
C  -1.43996  -6.63868  -4.22024
C  -2.78853  -6.79659  -3.55006
N  -2.85550  -5.92463  -2.36032
C  -3.85339  -6.44351  -1.44379
C  -3.49944  -7.76721  -0.80279
C  -3.30442  -4.58024  -2.70826
C  -2.93354  -3.54899  -1.62291
H  -1.36716  -7.37052  -5.02473
H  -0.70383  -6.95345  -3.48056
H  -1.15961  -5.66673  -4.62623
H  -3.62644  -6.59615  -4.21777
H  -2.95353  -7.85290  -3.33773
H  -3.99561  -5.73161  -0.63073
H  -4.84970  -6.49279  -1.88316
H  -2.45378  -7.75624  -0.49529
H  -4.12543  -8.18505  -0.01434
H  -3.52221  -8.51084  -1.59940
H  -4.36133  -4.57732  -2.97477
H  -2.77209  -4.24740  -3.59930
H  -3.10551  -2.55976  -2.04713
H  -1.89216  -3.61615  -1.30807
H  -3.50247  -3.69864  -0.70529
C  5.38646  5.15222  0.92608
C  4.15977  4.44960  0.22052
N  2.83578  4.96639  0.58037
C  2.43071  4.61482  1.95312
C  1.90874  3.15437  2.01899
C  2.72096  6.38565  0.38412
C  2.98641  6.87687  -1.02990
H  5.52240  6.12150  0.44637
H  6.28813  4.55833  0.77647
H  5.26526  5.25393  2.00454
H  4.35719  4.63684  -0.83497
H  4.30317  3.40820  0.50867
H  3.21691  4.67291  2.70586
H  1.60252  5.23214  2.30113
H  0.88599  2.98613  1.68166
H  2.51653  2.39598  1.52549
H  2.00247  2.94991  3.08553
H  3.41731  6.86909  1.06931
H  1.74268  6.76967  0.67325
H  2.72396  7.93155  -1.11277
H  2.34222  6.32363  -1.71331
H  4.00437  6.77670  -1.40648
C  0.70908  -3.21079  -2.66281
C  1.54532  -2.98083  -3.92945
N  0.83176  -2.30987  -5.00904
C  1.68759  -2.16610  -6.17102
C  2.83905  -1.24058  -5.92508
C  -0.38955  -2.98766  -5.47896
C  -1.36069  -2.04222  -6.27110
H  0.13802  -2.31049  -2.43599
H  1.31832  -3.40672  -1.78046
H  -0.01520  -4.00144  -2.85878
H  2.36054  -2.35539  -3.56566
H  1.95764  -3.94589  -4.22398
H  2.12887  -3.14346  -6.36631
H  1.12042  -1.74275  -6.99998
H  3.59636  -1.56255  -5.21031
H  3.44594  -1.11185  -6.82131
H  2.38634  -0.27371  -5.70527
H  -1.00401  -3.23241  -4.61256
H  -0.17850  -3.89276  -6.04847
H  -0.94237  -1.90447  -7.26816
H  -1.70022  -1.16228  -5.72473
H  -2.31267  -2.53332  -6.47274
C  8.47828  -3.03464  -2.39266
C  7.25330  -3.45250  -3.15092
N  6.25518  -4.26280  -2.42282
C  6.74685  -5.44488  -1.70772
C  7.52886  -6.44960  -2.59662
C  5.47727  -3.32895  -1.57405
C  4.35703  -3.98971  -0.75428
H  9.10442  -3.91819  -2.26865
H  8.22988  -2.76505  -1.36615
H  9.03718  -2.17061  -2.75208
H  6.78077  -2.59979  -3.63846
H  7.53744  -4.05738  -4.01202
H  7.33690  -5.11993  -0.85078
H  5.89590  -6.01768  -1.33909
H  8.00054  -7.31164  -2.12492
H  6.87695  -6.96982  -3.29839
H  8.33387  -5.98466  -3.16575
H  5.00101  -2.55455  -2.17537
H  6.08385  -2.81962  -0.82522
H  3.53186  -4.35840  -1.36359
H  3.95452  -3.18605  -0.13767
H  4.69753  -4.75878  -0.06096

E_HOMO ... -4.2 eV
Orbital gap ... 6.1977 eV
Total charge ... -1
Maximum force ... 0.132 Eh/bohr

Löwdin population analysis, charges in e, atoms 1 to 5:
1. N 0.283
2. H 0.050
3. H 0.037
4. H 0.045
5. H 0.084